Arrangement A

Formula: C4H7NO
Source: the Open Molecules 2025 dataset
Level of theory: ωB97M-V with the def2-TZVPD basis set

Spin multiplicity: 3
HOMO (spin up / spin down) (eV): -4.06 / -9.79
LUMO (spin up / spin down) (eV): 0.91 / -1.85

```
13
Properties=species:S:1:pos:R:3:nbo_charge:R:1
C -0.89078 -2.57916 0.02770 -0.23
C -0.42215 -1.49957 -0.16488 0.00
C 1.17906 0.14557 -1.29162 -0.41
C -0.55890 1.46022 1.29587 -0.26
N 0.08059 -0.24203 -0.17597 -0.06
O 0.21532 0.30618 1.16155 -0.44
H -1.37749 -3.49445 -0.16288 0.21
H 0.86797 -0.30587 -2.20865 0.22
H 0.95826 1.19019 -1.43458 0.21
H 2.21691 -0.24346 -1.08868 0.23
H 0.06140 2.13769 1.79078 0.18
H -1.44823 1.27179 1.81230 0.17
H -0.88196 1.85289 0.43907 0.17
```

***

Arrangement B

Formula: C4H7NO
Source: the Open Molecules 2025 dataset
Level of theory: ωB97M-V with the def2-TZVPD basis set

Spin multiplicity: 3
HOMO (spin up / spin down) (eV): -8.17 / -9.31
LUMO (spin up / spin down) (eV): 0.84 / -0.61

```
13
Properties=species:S:1:pos:R:3:nbo_charge:R:1
C 0.64871 -2.11482 -0.28418 -0.08
C 0.14717 -0.89254 -0.13869 0.00
C -1.39062 -0.46610 -0.42529 -0.65
C 0.44664 1.46703 0.21619 -0.45
N 0.89790 0.15067 0.31826 0.03
O 2.10352 -0.15687 0.44371 -0.39
H 1.45816 -2.54359 0.36326 0.20
H -1.38698 0.61570 -0.78207 0.22
H -1.95864 -1.21989 -0.96640 0.24
H -1.81555 -0.43715 0.60510 0.22
H 0.51218 1.91992 -0.81178 0.21
H -0.62641 1.56922 0.54691 0.22
H 0.96393 2.10843 0.91498 0.23
```

***

Which structure wins on stability? arrangement B wins.

***

Arrangement A

Formula: C5H11O
Source: the Open Molecules 2025 dataset
Level of theory: ωB97M-V with the def2-TZVPD basis set

Spin multiplicity: 1
Total charge: -1
HOMO (eV): -2.04
SMILES string: CCCCC[O-]
LUMO (eV): 3.78

```
17
Properties=species:S:1:pos:R:3:nbo_charge:R:1
C -2.06159 0.72149 0.35780 -0.61
C -1.21039 -0.45367 0.89737 -0.38
C 0.28852 -0.23852 0.67395 -0.40
C 0.75942 -0.42360 -0.76811 -0.44
C 2.20625 0.09085 -1.01533 0.02
O 2.70666 -0.24545 -2.19858 -0.95
H -2.24812 0.62981 -0.71496 0.20
H -1.57935 1.65919 0.61883 0.20
H -3.05743 0.64561 0.79503 0.18
H -1.45894 -0.50093 1.96300 0.18
H -1.50347 -1.37201 0.38893 0.19
H 0.61466 0.71836 1.10025 0.18
H 0.81289 -0.93696 1.35392 0.18
H 0.70192 -1.45197 -1.14848 0.19
H 0.07583 0.22085 -1.34524 0.17
H 2.82325 -0.26567 -0.13850 0.05
H 2.12989 1.20261 -0.81987 0.04
```

***

Arrangement B

Formula: C5H11O
Source: the Open Molecules 2025 dataset
Level of theory: ωB97M-V with the def2-TZVPD basis set

Spin multiplicity: 1
Total charge: -1
HOMO (eV): -1.98
SMILES string: CCCCC[O-]
LUMO (eV): 3.65

```
17
Properties=species:S:1:pos:R:3:nbo_charge:R:1
C -2.04826 -1.45590 0.00848 -0.60
C -0.83164 -0.85739 0.73271 -0.39
C -0.25233 0.31575 -0.06226 -0.40
C 1.10553 0.84095 0.44196 -0.43
C 2.01262 1.28735 -0.72184 0.00
O 2.98565 2.14345 -0.33562 -0.97
H -2.52662 -2.23490 0.61833 0.19
H -1.71208 -2.01118 -0.87771 0.19
H -2.76723 -0.72381 -0.37244 0.19
H -1.14188 -0.55169 1.73164 0.18
H -0.11423 -1.67880 0.68917 0.19
H -0.08626 -0.14649 -1.02660 0.18
H -0.93978 1.15561 -0.18226 0.19
H 0.95128 1.74384 1.03478 0.19
H 1.60401 0.07021 1.03122 0.17
H 1.31566 1.72548 -1.49330 0.05
H 2.44557 0.37754 -1.21627 0.07
```

***

Arrangement C

Formula: C5H11O
Source: the Open Molecules 2025 dataset
Level of theory: ωB97M-V with the def2-TZVPD basis set

Spin multiplicity: 1
Total charge: -1
HOMO (eV): -2.27
SMILES string: CC(C)CC[O-]
LUMO (eV): 4.05

```
17
Properties=species:S:1:pos:R:3:nbo_charge:R:1
C 0.55181 -0.67510 -1.70410 -0.59
C 0.36377 0.10787 -0.40708 -0.26
C -0.35205 1.42371 -0.65780 -0.60
C -0.37013 -0.70960 0.65053 -0.42
C -0.03403 -0.24621 2.13778 0.02
O 1.20401 0.13515 2.36075 -0.93
H 0.91401 -0.07021 -2.53635 0.18
H -0.39029 -1.09753 -2.07955 0.18
H 1.27545 -1.47591 -1.56914 0.20
H 1.36990 0.28004 -0.01198 0.23
H -1.31486 1.28239 -1.16107 0.18
H -0.58979 1.94739 0.27192 0.22
H 0.26572 2.08466 -1.27519 0.18
H -0.16309 -1.77784 0.47707 0.16
H -1.45541 -0.63505 0.48578 0.16
H -0.83275 0.54542 2.29490 0.04
H -0.44228 -1.11918 2.72351 0.05
```

***

Which structure wins on stability? arrangement C wins.

***

Arrangement A

Formula: C10H16S
Source: the Open Molecules 2025 dataset
Level of theory: ωB97M-V with the def2-TZVPD basis set

Spin multiplicity: 1
HOMO (eV): -8.36
SMILES string: C=C1CC[C@H]2CSCC[C@@H]2C1
LUMO (eV): 0.94

```
27
Properties=species:S:1:pos:R:3:nbo_charge:R:1
C 1.62849 -1.16176 2.61062 -0.42
C 0.65877 -1.12527 1.61898 0.06
C -0.74925 -1.11645 1.89254 -0.47
C -1.39456 0.14919 1.31704 -0.37
C -1.10043 0.29016 -0.26303 -0.21
C -1.65953 1.58633 -0.90246 -0.54
S -1.15307 1.71112 -2.61085 0.21
C 0.60516 1.39790 -2.54419 -0.54
C 0.81455 0.06521 -1.92067 -0.42
C 0.45354 0.10405 -0.51302 -0.22
C 1.04253 -1.20492 0.12144 -0.43
H 1.41083 -1.39273 3.63977 0.19
H 2.69540 -1.12250 2.40106 0.19
H -0.94345 -1.10193 2.94543 0.22
H -1.17525 -1.96361 1.52581 0.21
H -1.05802 1.11818 1.82412 0.20
H -2.49709 0.07683 1.45518 0.21
H -1.60858 -0.58173 -0.74784 0.20
H -2.74213 1.58802 -0.90464 0.23
H -1.42930 2.50394 -0.41797 0.21
H 1.22077 2.08449 -2.01093 0.20
H 0.99826 1.57643 -3.54563 0.24
H 1.89261 -0.21057 -2.00865 0.20
H 0.34915 -0.71027 -2.53402 0.21
H 1.03507 0.90296 -0.04792 0.20
H 2.11722 -1.33349 -0.09542 0.22
H 0.58829 -2.12957 -0.28475 0.21
```

***

Arrangement B

Formula: C10H16S
Source: the Open Molecules 2025 dataset
Level of theory: ωB97M-V with the def2-TZVPD basis set

Spin multiplicity: 1
HOMO (eV): -8.40
SMILES string: C[C@@H]1C[C@@H]2[C@H]1[C@]1(S)[C@H]2C1(C)C
LUMO (eV): 0.80

```
27
Properties=species:S:1:pos:R:3:nbo_charge:R:1
C -1.73598 -2.70165 -1.31064 -0.60
C -0.54588 -1.92540 -0.83014 -0.26
C -0.21191 -2.17471 0.66400 -0.38
C -0.42838 -0.67998 0.97885 -0.22
C -0.79250 -0.45438 -0.49129 -0.17
C 0.80455 0.46289 -0.45610 -0.18
S 1.86188 0.26340 -1.82082 0.05
C 0.76999 0.21773 1.01731 -0.23
C 0.62238 1.60161 0.45212 -0.07
C 1.94901 2.30775 0.65154 -0.61
C -0.63530 2.48358 0.56802 -0.61
H -2.43224 -2.04232 -1.81648 0.20
H -2.26230 -3.07488 -0.52702 0.20
H -1.67074 -3.42011 -2.06713 0.22
H 0.15723 -2.06209 -1.56155 0.21
H 0.75120 -2.42606 0.94926 0.20
H -0.98869 -2.79625 1.30061 0.20
H -1.19450 -0.68526 1.84109 0.20
H -1.66819 -0.08666 -1.06795 0.22
H 1.97708 1.56174 -2.10674 0.12
H 1.57407 -0.16201 1.71985 0.22
H 1.65915 3.25746 1.23794 0.21
H 2.51424 2.56922 -0.32450 0.21
H 2.68910 1.77681 1.27713 0.22
H -1.45718 1.76774 0.56195 0.23
H -0.63857 3.19001 -0.23689 0.21
H -0.66751 3.23179 1.39757 0.22
```

***

Which structure wins on stability? arrangement A wins.

***

Arrangement A

Formula: C8H14N3
Source: the Open Molecules 2025 dataset
Level of theory: ωB97M-V with the def2-TZVPD basis set

Spin multiplicity: 1
Total charge: +1
HOMO (eV): -12.39
LUMO (eV): -2.65

```
25
Properties=species:S:1:pos:R:3:nbo_charge:R:1
C 3.87557 0.58714 -0.40139 -0.18
C 3.51085 -0.66774 -0.88887 -0.19
C 3.01057 1.22296 0.52082 -0.19
C 2.29114 -1.22328 -0.50425 -0.20
C 1.78143 0.68396 0.92913 -0.24
C 1.39777 -0.54770 0.36478 -0.09
C 0.10646 -0.96284 0.96042 -0.45
C -1.17594 -0.25011 0.16277 0.58
N -2.39942 -0.50452 0.38872 -0.75
N -0.84230 0.55742 -0.81311 -0.76
N -4.78229 0.36366 -0.37477 -1.06
H 4.81284 1.03612 -0.71080 0.23
H 4.19078 -1.02000 -1.59220 0.23
H 3.36966 2.24388 0.70858 0.22
H 2.04943 -2.21028 -0.90076 0.23
H 1.29106 1.33563 1.64784 0.23
H -0.06264 -0.57090 2.04509 0.26
H 0.03071 -2.10420 0.98051 0.26
H -2.57146 -1.21273 1.04083 0.41
H -3.20261 -0.11403 -0.29002 0.45
H -1.39268 1.06817 -1.46626 0.41
H 0.07373 0.84015 -1.12375 0.44
H -4.95900 0.25947 0.61391 0.38
H -5.52858 -0.17137 -0.78000 0.40
H -4.87509 1.36114 -0.51724 0.39
```

***

Arrangement B

Formula: C8H14N3
Source: the Open Molecules 2025 dataset
Level of theory: ωB97M-V with the def2-TZVPD basis set

Spin multiplicity: 1
Total charge: +1
HOMO (spin up / spin down) (eV): -11.81 / -11.81
LUMO (spin up / spin down) (eV): -4.06 / -4.06

```
25
Properties=species:S:1:pos:R:3:nbo_charge:R:1
C -1.99832 0.35189 0.33352 0.18
C -0.91529 -0.54035 2.19103 -0.10
C 0.07768 -1.25269 1.60470 0.49
C -0.86277 -0.45532 3.56922 -0.18
C -0.91915 0.23032 -0.79783 -0.34
C 0.51458 0.28007 -0.23820 0.00
C -1.15911 -1.14525 -1.51193 -0.61
C 0.93337 1.79098 0.13936 -0.64
N -1.97362 0.08547 1.55574 -0.39
N 0.79786 -2.20534 1.56878 -0.55
N 1.55863 -0.34411 -0.99849 -0.71
H -3.00140 0.72116 0.03725 0.21
H -1.56897 0.11819 4.23775 0.24
H -0.17061 -1.01556 4.12738 0.21
H -1.04970 1.02922 -1.62093 0.23
H -1.16015 -2.06094 -0.95357 0.23
H -0.38114 -1.25342 -2.28933 0.18
H -2.18004 -1.08431 -1.87890 0.25
H 0.06909 2.37866 0.27340 0.24
H 1.39987 2.18867 -0.78317 0.20
H 1.49762 1.85645 1.00529 0.23
H 1.66816 -2.27917 0.91258 0.36
H 1.25907 -0.60663 -1.90038 0.43
H 1.91914 -1.28044 -0.45859 0.39
H 2.33827 0.40046 -1.02219 0.46
```

***

Which structure wins on stability? arrangement A wins.